A 2-piece molecular cluster, C4H9Br2 overall in a non-equilibrium geometry. Source: OMol25; level of theory: ωB97M-V with the def2-TZVPD basis set.

Results
orbital gap (alpha / beta)	0.399 / 0.226	Eh
LUMO (alpha / beta)	0.0343 / -0.1384	Eh
HOMO energy (alpha / beta)	-9.9101 / -9.9101	eV
energy relative to the best compared isomer or geometry (same formula, charge and spin)	0.5914	eV
multiplicity	2
M	216.92	g mol⁻¹

Structure (XYZ):
```
15
Properties=species:S:1:pos:R:3:forces:R:3:mulliken_spin:R:1
H 1.788 2.696 -0.506 0.110 -1.512 -0.180 0.000
Br 0.996 -2.118 -1.612 0.001 0.008 0.003 1.000
C 2.794 4.442 -2.378 -0.126 0.303 0.207 0.000
C 2.134 4.621 -1.029 -0.784 -1.510 2.237 0.000
C 2.390 3.398 0.019 0.252 1.683 0.482 0.000
C 1.669 3.515 1.431 1.291 -0.169 -0.379 0.000
Br -0.126 4.116 1.139 -0.794 0.277 0.331 0.000
H 2.424 5.298 -2.926 0.356 0.230 -0.627 0.000
H 3.879 4.478 -2.293 0.035 -0.027 -0.258 0.000
H 2.473 3.551 -2.949 0.188 0.217 0.594 0.000
H 2.253 5.616 -0.540 0.299 -0.624 -0.592 0.000
H 1.043 4.473 -1.167 0.558 0.640 -0.120 0.000
H 3.465 3.055 0.165 -1.316 0.522 -0.348 0.000
H 1.544 2.516 1.871 0.226 0.291 -0.240 0.000
H 2.133 4.153 2.227 -0.297 -0.328 -1.110 0.000
```
Forces are in eV/Å.